Entry 1:
ORCA calculation (wB97M-V/def2-TZVPD) on a 5-piece molecular cluster, C27H52I2NO12S2 overall.

**HOMO level**: -0.42026 Eh
**Charge**: +1
**Energy**: -92765.584 eV
**Molar mass**: 900.65 g/mol
**LUMO energy**: -0.14857 hartree
**Spin multiplicity**: 1
**Orbital gap**: 7.4 eV

Geometry as XYZ:
```
96
C27H52I2NO12S2 (wB97M-V/def2-TZVPD)
C -5.8443 3.2688 -0.5132
C -4.7105 4.0848 0.1157
S -3.7317 3.1442 1.3212
C -2.0843 3.0165 0.5461
C -1.8237 1.5671 0.2868
C -1.7035 0.7249 1.3631
C -1.4755 -0.6230 1.1925
C -1.2949 -1.5383 2.3790
O -1.9017 -2.5664 2.4990
O -0.3316 -1.0778 3.2118
C -0.7130 -0.8462 4.6043
C -0.7769 0.6467 4.8730
C 0.3754 1.3728 4.1821
S 0.3903 3.1127 4.5924
O 0.2186 3.8183 3.3546
O -0.4832 3.3611 5.6890
O 1.8479 3.3573 5.1478
C -1.4044 -1.1373 -0.0931
C -1.5256 -0.2965 -1.1565
C -1.4300 -0.8351 -2.5229
I 0.5416 -1.0168 -3.1873
C -2.4658 -1.2311 -3.2532
C -2.4225 -1.8531 -4.6076
I -4.3865 -1.0438 -2.4274
N -1.6991 1.0421 -0.9569
C -1.7214 1.9328 -2.1208
O -3.0058 2.4664 -2.2251
C -3.1561 3.4218 -3.2737
O -3.3296 4.6855 -2.7441
C -2.1657 5.5109 -2.7202
C -2.3742 6.6276 -1.7272
O -1.9697 6.2308 -0.4221
H -6.7170 3.9010 -0.6624
H -5.5407 2.8607 -1.4736
H -6.1441 2.4474 0.1331
H -5.0952 4.9713 0.6099
H -4.0153 4.3885 -0.6601
H -2.0079 3.6515 -0.3268
H -1.3501 3.3722 1.2699
H -1.7787 1.1403 2.3542
H 0.0378 -1.3065 5.2375
H -1.6660 -1.3271 4.8092
H -1.7218 1.0659 4.5231
H -0.7453 0.8251 5.9442
H 1.3327 0.9231 4.4463
H 0.2815 1.3490 3.1027
H 2.5235 3.0223 4.5415
H -1.2550 -2.1933 -0.2578
H -1.5441 -1.5276 -5.1589
H -2.4022 -2.9389 -4.5142
H -3.3115 -1.5852 -5.1708
H -1.4569 1.3552 -3.0002
H -0.9629 2.7059 -1.9706
H -4.0478 3.1428 -3.8284
H -2.2907 3.3920 -3.9426
H -1.9630 5.9166 -3.7137
H -1.2985 4.9296 -2.3972
H -3.4329 6.8917 -1.7343
H -1.8099 7.5086 -2.0235
H -2.7453 6.1110 0.1303
C 2.0615 -4.5254 6.6057
C 2.0815 -3.0593 6.2226
O 1.0673 -2.3103 6.9015
H 1.0874 -4.9633 6.3873
H 2.8250 -5.0803 6.0601
H 2.2509 -4.6484 7.6742
H 1.8807 -2.9374 5.1579
H 3.0621 -2.6208 6.4286
H 1.2283 -2.3823 7.8472
C 3.2977 -5.0980 -3.1233
C 1.9387 -4.8140 -2.5162
O 0.8609 -5.2942 -3.3173
H 3.3714 -4.6617 -4.1196
H 4.0984 -4.6853 -2.5092
H 3.4609 -6.1735 -3.2206
H 1.7714 -3.7408 -2.4381
H 1.8709 -5.2420 -1.5095
H 0.9578 -6.2469 -3.4086
C 2.9256 -0.6652 0.5501
C 3.2471 -1.6111 1.6931
O 2.8870 -1.0651 2.9599
H 3.4393 0.2867 0.6874
H 3.2275 -1.0896 -0.4086
H 1.8496 -0.4623 0.5101
H 4.3168 -1.8045 1.7428
H 2.7381 -2.5700 1.5455
H 1.9387 -0.9023 2.9404
C 5.7008 -3.1870 -6.7545
C 5.5211 -2.4352 -5.4494
O 6.0353 -3.1552 -4.3328
H 5.2158 -4.1620 -6.7011
H 5.2759 -2.6299 -7.5903
H 6.7602 -3.3528 -6.9608
H 4.4617 -2.2838 -5.2402
H 5.9963 -1.4502 -5.5088
H 6.9754 -3.2973 -4.4796
```

Which charges does Löwdin predict for the atoms? In e, they are: -0.133 -0.512 0.952 -0.362 -0.188 0.053 -0.033 -0.413 0.197 -0.026 -0.105 -0.171 -0.221 0.593 -0.287 -0.246 -0.131 0.054 -0.330 -0.775 1.069 -0.772 -0.164 1.012 0.104 -0.150 -0.092 -0.209 -0.103 -0.170 -0.208 -0.050 0.076 0.056 0.062 0.073 0.028 0.061 0.082 0.118 0.101 0.141 0.118 0.131 0.113 0.080 0.105 0.157 0.042 0.102 0.064 0.112 0.152 0.148 0.147 0.135 0.122 0.134 0.126 0.075 -0.085 -0.310 -0.102 0.078 0.077 0.076 0.099 0.114 0.088 -0.083 -0.339 -0.093 0.068 0.075 0.078 0.035 0.110 0.081 -0.085 -0.304 -0.086 0.079 0.068 0.052 0.116 0.111 0.035 -0.089 -0.329 -0.090 0.074 0.075 0.075 0.100 0.108 0.082



Entry 2:
ORCA calculation (wB97M-V/def2-TZVPD) on a 4-piece molecular cluster, C27H52N2O10 overall.

**HOMO level**: -0.31580 Eh
**ΔE to the lowest compared entry with this formula, charge and spin**: 0.0 kJ/mol
**Energy**: -52297.035 eV
**Molar mass**: 564.72 g/mol
**LUMO energy**: 0.01502 hartree
**Spin multiplicity**: 1
**Orbital gap**: 9.0 eV

Geometry as XYZ:
```
91
C27H52N2O10 (wB97M-V/def2-TZVPD)
C -2.2011 -2.3590 4.4710
C -2.7375 -3.3783 3.4534
N -1.7396 -4.3535 3.0156
C -0.5303 -3.8006 2.4946
O 0.4696 -3.4159 3.4207
C 1.0010 -2.2027 3.0601
O 1.4591 -1.4491 3.7924
C 0.8705 -2.1621 1.5130
C 1.9825 -3.0282 0.9041
C 3.1489 -2.1229 0.4036
C 3.7672 -1.3806 1.6075
C 5.0504 -0.6049 1.2440
N 6.1811 -0.9222 2.1395
C -0.5856 -2.6695 1.4438
C -1.0525 -3.1012 0.0615
C -2.0959 -2.1778 -0.6156
C -1.7494 -0.7157 -0.3399
O -2.2279 0.1560 -1.3856
C -1.6364 1.3797 -1.3309
C -1.2782 2.0314 -0.0167
O -1.4236 1.9417 -2.3231
H -1.3848 -2.8039 5.0386
H -1.8112 -1.4542 4.0111
H -2.9853 -2.0878 5.1723
H -3.1095 -2.8101 2.5846
H -3.6093 -3.8495 3.8975
H -2.1265 -5.0017 2.3462
H -0.0985 -4.6458 1.9319
H 0.9911 -1.1124 1.2464
H 2.3902 -3.7003 1.6618
H 1.6645 -3.6459 0.0682
H 2.7921 -1.3872 -0.3203
H 3.9040 -2.7459 -0.0702
H 3.0123 -0.6794 1.9553
H 3.9452 -2.1294 2.3781
H 5.3920 -0.8347 0.2369
H 4.8915 0.4616 1.3679
H 6.3104 -1.9253 2.1904
H 5.9876 -0.5698 3.0677
H -1.1315 -1.8688 1.9536
H -0.2011 -3.1575 -0.6155
H -1.4650 -4.1124 0.0711
H -3.0719 -2.4193 -0.1951
H -2.1076 -2.3538 -1.6875
H -2.1604 -0.4568 0.6320
H -0.6633 -0.6486 -0.3296
H -2.1774 2.0518 0.5972
H -0.8666 3.0156 -0.1551
H -0.5540 1.4662 0.5700
O 3.0788 -4.6279 -1.6151
C 2.3302 -5.1777 -2.3762
O 1.2038 -5.7425 -1.8927
C 0.1545 -6.2538 -2.7200
C 0.4253 -7.6815 -3.1462
C 2.6630 -5.3263 -3.8420
H -0.0274 -5.5931 -3.5692
H -0.7442 -6.2219 -2.1047
H 1.3271 -7.7551 -3.7547
H -0.4124 -8.0739 -3.7238
H 0.5760 -8.3145 -2.2714
H 3.2998 -6.2004 -3.9728
H 3.2078 -4.4397 -4.1581
H 1.7928 -5.4106 -4.4889
O 3.7700 5.7746 0.4296
C 3.0326 5.9426 -0.5020
O 1.7199 5.6633 -0.3641
C 0.7313 6.0023 -1.3388
C 0.6206 4.9407 -2.4140
C 3.5566 6.3770 -1.8520
H 0.9172 6.9959 -1.7518
H -0.2089 6.0655 -0.7904
H 1.5501 4.8389 -2.9753
H -0.1793 5.1832 -3.1153
H 0.4086 3.9697 -1.9674
H 3.9040 5.4992 -2.3954
H 4.3958 7.0495 -1.6902
H 2.8314 6.9157 -2.4580
O -2.4379 4.6457 0.8215
C -3.1935 5.4637 0.3685
O -3.9223 6.2232 1.2074
C -4.7050 7.3439 0.7861
C -6.0835 6.9199 0.3234
C -3.4062 5.5922 -1.1229
H -4.1739 7.9269 0.0319
H -4.7958 7.9824 1.6637
H -6.0319 6.2668 -0.5483
H -6.6855 7.7917 0.0649
H -6.5913 6.3635 1.1115
H -4.1452 4.8572 -1.4394
H -2.4627 5.3810 -1.6225
H -3.7195 6.5835 -1.4432
```

Which charges does Löwdin predict for the atoms? In e, they are: -0.072 -0.252 0.014 -0.340 0.062 -0.484 0.199 -0.163 -0.130 -0.187 -0.196 -0.264 -0.027 -0.214 -0.130 -0.137 -0.190 0.012 -0.561 0.013 0.145 0.080 0.067 0.071 0.099 0.106 0.113 0.160 0.138 0.131 0.079 0.116 0.097 0.093 0.112 0.101 0.104 0.056 0.059 0.129 0.108 0.113 0.110 0.116 0.124 0.121 0.092 0.063 0.084 0.108 -0.511 -0.009 -0.238 -0.063 0.017 0.115 0.119 0.069 0.083 0.085 0.098 0.093 0.071 0.109 -0.527 0.002 -0.234 -0.057 0.009 0.113 0.107 0.070 0.083 0.065 0.095 0.089 0.067 0.099 -0.512 0.004 -0.235 -0.065 0.024 0.113 0.123 0.067 0.082 0.084 0.101 0.074 0.072



The calculation returns the following strongest force on any atom values, one per record and in order: 0.016; 0.101 Eh/bohr.